Below is a molecular structure, F2NO4RbS2 at a distorted geometry, with properties calculated with ωB97M-V/def2-TZVPD.

The LUMO energy comes out at -0.051 Eh. The calculation puts the total energy at -1375.8793 hartree.

Geometry (Å):
Rb -18.6008 -2.1894 -0.4492
N -19.3096 -4.3839 -2.1914
S -20.7537 -4.7746 -2.4797
O -21.6640 -4.2606 -1.5563
O -21.1383 -6.0540 -3.0894
F -20.9311 -3.8688 -3.8200
S -18.8802 -5.8275 -1.3782
O -18.2481 -6.8274 -2.2760
O -19.7984 -6.3561 -0.3355
F -17.6204 -5.1301 -0.5696